ORCA calculation (ωB97M-V/def2-TZVPD) on the ion C2H10N2P with charge +1 at a distorted geometry.

Cartesian coordinates (Å):
C1 -0.697 1.650 1.136
P1 0.734 1.296 -0.009
C2 0.358 -0.685 -0.114
N1 1.477 -1.561 -0.253
N2 -0.477 -0.641 -1.416
H1 -1.613 1.890 0.567
H2 -0.377 2.342 1.844
H3 -1.132 0.808 1.551
H4 1.787 1.234 0.963
H5 -0.182 -0.865 0.835
H6 1.439 -2.466 0.184
H7 2.360 -1.122 -0.022
H8 -0.588 -1.642 -1.815
H9 -1.367 -0.390 -1.114
H10 -0.051 -0.115 -2.124

Properties
2S+1: 1
orbital gap: 0.3765 hartree
SMILES: CP[C@H](N)[NH3+]
HOMO: -13.79 eV
energy relative to the best compared isomer or geometry (same formula, charge and spin): 50.9 kcal per mole
LUMO energy: -3.55 eV
net charge: +1
total energy: -532.7610 Eh

From a natural (NBO) analysis of the wavefunction, the atomic charges in e read: -0.91, 0.50, -0.12, -0.86, -0.70, 0.24, 0.26, 0.22, 0.00, 0.23, 0.40, 0.40, 0.45, 0.43, 0.45

ORCA calculation (ωB97M-V/def2-TZVPD) on a cluster of 2 separate species, C2H10N2S in total at a distorted geometry.

Cartesian coordinates (Å):
N1 -1.430 1.891 -0.032
C1 -1.090 0.696 0.721
N2 -2.187 0.190 1.554
H1 -0.630 2.286 -0.508
H2 -2.076 1.684 -0.786
H3 -0.238 0.871 1.374
H4 -0.765 -0.092 0.024
H5 -2.599 1.038 1.942
H6 -2.888 -0.195 0.934
C2 1.913 -1.692 -0.992
S1 3.702 -1.292 -0.871
H7 1.588 -1.955 0.008
H8 1.752 -2.466 -1.741
H9 1.440 -0.816 -1.421
H10 3.507 -0.149 -0.206

Properties
2S+1: 1
orbital gap: 0.3620 hartree
SMILES: NCN.CS
HOMO: -9.13 eV
energy relative to the best compared isomer or geometry (same formula, charge and spin): 12.0 kcal per mole
LUMO energy: 0.72 eV
total energy: -589.8677 Eh

From a natural (NBO) analysis of the wavefunction, the atomic charges in e read: -0.85, -0.05, -0.82, 0.36, 0.35, 0.18, 0.15, 0.36, 0.34, -0.72, -0.06, 0.22, 0.23, 0.21, 0.11

ORCA calculation (ωB97M-V/def2-TZVPD) on a cluster of 2 separate species, C2H10N2S in total.

Cartesian coordinates (Å):
C1 -3.502 -1.664 -0.488
S1 -1.986 -0.742 -0.676
H1 -4.325 -1.021 -0.184
H2 -3.380 -2.299 0.410
H3 -3.710 -2.340 -1.308
H4 -1.443 -1.607 -1.569
N1 1.913 0.465 -0.804
C2 2.569 1.142 0.300
N2 1.660 1.308 1.441
H5 1.043 0.960 -0.999
H6 1.558 -0.407 -0.426
H7 2.939 2.112 -0.012
H8 3.414 0.523 0.589
H9 1.165 2.195 1.373
H10 2.083 1.376 2.354

Properties
2S+1: 2
orbital gap (alpha / beta): 0.2927 / 0.1076 hartree
HOMO (alpha / beta): -12.43 / -12.38 eV
energy relative to the best compared isomer or geometry (same formula, charge and spin): 24.8 kcal per mole
expectation value of S²: 0.753
LUMO energy (alpha / beta): -4.47 / -9.45 eV
net charge: +1
total energy: -589.5255 Eh

From a natural (NBO) analysis of the wavefunction, the atomic charges in e read: -0.83, 0.71, 0.30, 0.32, 0.29, 0.17, -0.78, -0.07, -0.88, 0.33, 0.33, 0.18, 0.19, 0.35, 0.38

ORCA calculation (ωB97M-V/def2-TZVPD) on a cluster of 2 separate species, C2H10N2S2 in total at a distorted geometry.

Cartesian coordinates (Å):
C1 -2.580 1.382 0.546
S1 -1.139 0.841 1.526
S2 -1.809 -1.092 1.978
H1 -2.196 2.097 -0.166
H2 -3.154 0.602 0.062
H3 -3.326 1.793 1.240
H4 -1.187 -1.699 0.969
N1 1.517 0.755 -0.503
C2 1.479 -0.549 -1.153
N2 2.260 -1.490 -0.373
H5 2.305 0.837 0.122
H6 1.373 1.484 -1.181
H7 1.899 -0.470 -2.163
H8 0.434 -0.883 -1.209
H9 1.829 -2.406 -0.296
H10 2.295 -1.203 0.600

Properties
2S+1: 1
orbital gap: 0.3317 hartree
SMILES: CSS.NCN
HOMO: -8.51 eV
energy relative to the best compared isomer or geometry (same formula, charge and spin): 17.4 kcal per mole
LUMO energy: 0.52 eV
total energy: -988.0473 Eh

From a natural (NBO) analysis of the wavefunction, the atomic charges in e read: -0.75, 0.11, -0.15, 0.22, 0.23, 0.22, 0.12, -0.86, -0.03, -0.84, 0.37, 0.37, 0.15, 0.14, 0.36, 0.35

ORCA calculation (ωB97M-V/def2-TZVPD) on a cluster of 2 separate species, C2H10N3 in total at a distorted geometry.

Cartesian coordinates (Å):
C1 1.010 1.771 -0.392
N1 -0.036 1.336 -1.329
H1 1.872 1.103 -0.347
H2 0.643 1.780 0.634
H3 1.371 2.772 -0.638
H4 -0.901 1.771 -1.029
H5 0.101 1.787 -2.229
H6 -0.127 -0.355 -0.948
N2 -0.842 -1.901 1.825
C2 -0.068 -1.697 0.686
N3 -0.540 -1.192 -0.501
H7 -0.409 -2.285 2.641
H8 -1.778 -1.555 1.872
H9 1.006 -1.763 0.806
H10 -1.299 -1.572 -1.049

Properties
2S+1: 2
orbital gap (alpha / beta): 0.2099 / 0.3444 hartree
HOMO (alpha / beta): -4.67 / -8.35 eV
energy relative to the best compared isomer or geometry (same formula, charge and spin): 5.1 kcal per mole
expectation value of S²: 0.753
LUMO energy (alpha / beta): 1.04 / 1.02 eV
total energy: -246.3743 Eh

From a natural (NBO) analysis of the wavefunction, the atomic charges in e read: -0.42, -0.83, 0.20, 0.20, 0.18, 0.36, 0.36, 0.42, -0.85, 0.05, -0.92, 0.38, 0.37, 0.14, 0.36

ORCA calculation (ωB97M-V/def2-TZVPD) on a structure of composition C2H10N3 at a distorted geometry.

Cartesian coordinates (Å):
C1 -2.033 -0.800 -1.223
N1 -0.965 0.259 -1.311
H1 -2.874 -0.445 -1.838
H2 -1.664 -1.788 -1.490
H3 -2.356 -0.759 -0.186
H4 -1.375 1.185 -1.371
H5 -0.410 0.157 -2.155
H6 -0.315 0.251 -0.130
N2 2.430 0.217 1.805
C2 1.558 0.047 0.824
N3 0.385 0.626 0.833
H7 3.364 -0.155 1.860
H8 2.248 0.699 2.671
H9 1.733 -0.661 0.028
H10 0.274 1.166 1.684

Properties
2S+1: 1
orbital gap: 0.4384 hartree
HOMO: -14.68 eV
energy relative to the best compared isomer or geometry (same formula, charge and spin): 18.6 kcal per mole
LUMO energy: -2.75 eV
net charge: +1
total energy: -246.2290 Eh

From a natural (NBO) analysis of the wavefunction, the atomic charges in e read: -0.42, -0.79, 0.22, 0.23, 0.21, 0.40, 0.40, 0.44, -0.75, 0.37, -0.75, 0.43, 0.41, 0.21, 0.39

ORCA calculation (ωB97M-V/def2-TZVPD) on a structure of composition C2H10N3 at a distorted geometry.

Cartesian coordinates (Å):
C1 -0.910 1.692 -1.293
N1 -1.227 0.413 -0.632
H1 -1.838 2.250 -1.465
H2 -0.428 1.520 -2.250
H3 -0.298 2.314 -0.643
H4 -1.758 0.610 0.206
H5 -1.688 -0.280 -1.205
H6 0.001 -0.056 -0.247
N2 0.650 -1.758 1.769
C2 1.516 -0.994 1.114
N3 1.139 -0.466 -0.033
H7 0.727 -2.104 2.707
H8 -0.244 -1.810 1.315
H9 2.540 -0.832 1.445
H10 1.820 -0.500 -0.787

Properties
2S+1: 1
orbital gap: 0.4104 hartree
HOMO: -14.41 eV
energy relative to the best compared isomer or geometry (same formula, charge and spin): 22.4 kcal per mole
LUMO energy: -3.24 eV
net charge: +1
total energy: -246.2230 Eh

From a natural (NBO) analysis of the wavefunction, the atomic charges in e read: -0.43, -0.79, 0.22, 0.22, 0.22, 0.40, 0.41, 0.42, -0.71, 0.40, -0.82, 0.43, 0.41, 0.22, 0.42

ORCA calculation (ωB97M-V/def2-TZVPD) on a cluster of 2 separate species, C2H10N3 in total at a distorted geometry.

Cartesian coordinates (Å):
C1 -0.802 2.055 -1.737
N1 -1.565 1.230 -0.735
H1 -1.528 2.657 -2.277
H2 -0.245 1.369 -2.365
H3 -0.195 2.779 -1.199
H4 -1.925 1.846 -0.004
H5 -2.361 0.732 -1.131
H6 -0.980 0.463 -0.309
N2 1.304 -2.355 0.834
C2 1.173 -1.035 1.144
N3 0.132 -0.347 0.866
H7 2.088 -2.905 1.150
H8 1.164 -2.552 -0.152
H9 1.908 -0.667 1.867
H10 0.247 0.520 1.388

Properties
2S+1: 1
orbital gap: 0.3795 hartree
HOMO: -13.56 eV
energy relative to the best compared isomer or geometry (same formula, charge and spin): 23.3 kcal per mole
LUMO energy: -3.24 eV
net charge: +1
total energy: -246.2215 Eh

From a natural (NBO) analysis of the wavefunction, the atomic charges in e read: -0.42, -0.70, 0.23, 0.24, 0.24, 0.43, 0.43, 0.48, -0.79, 0.34, -0.80, 0.41, 0.39, 0.17, 0.35